# 1
53
Properties=species:S:1:pos:R:3 method="wB97M-V/def2-TZVPD" lumo_ev="-7.29 / -7.29" gap_ev="7.3 / 7.3" charge=+2 de_lowest_kcal_mol=0.0
Ti 1.1315 0.0855 1.2427
H -3.0661 2.0784 3.9225
H -1.6946 -2.0648 -3.0244
C 1.9934 3.0033 -2.1053
H -1.8699 5.8442 1.1488
C 0.3705 -3.6575 2.0215
C 1.2268 -4.1425 -1.5630
H 3.8155 -2.9582 0.1865
H 3.0859 -4.4064 0.9482
H 3.6296 -3.0429 1.9517
C 0.6306 -4.5091 -2.7618
H 0.9870 -5.3821 -3.2918
C 1.9152 1.8578 -1.3121
C 0.4433 4.0650 -0.6167
C -0.4228 -3.7649 -3.2784
C -2.5319 -1.1216 0.3375
H 2.4998 0.9832 -1.5613
H -1.4833 0.3294 3.2017
N 1.1604 1.7860 -0.2218
H -0.6523 -3.2899 2.0711
C -0.2715 -2.2599 -1.4137
H -1.6458 1.5067 -1.3735
H 0.8047 -3.6511 3.0189
H 0.3772 -4.6674 1.6136
H 1.3382 5.0283 -2.3296
C -2.3464 2.2994 3.1475
I 1.2305 -0.5106 3.7358
C -0.8764 -2.6384 -2.6071
H -0.8885 -4.0600 -4.2088
C -0.3860 5.1598 -0.1946
C -0.5004 2.7177 1.1946
C 1.2784 4.1178 -1.7465
As -0.8179 -0.6841 -0.4492
C -2.2767 3.5426 2.5713
H -2.1557 0.1530 -2.3966
C -1.2367 5.0222 0.8420
H -2.9432 4.3365 2.8845
C -1.3408 3.7754 1.5490
C 0.7757 -3.0144 -0.8874
H -2.9769 -0.2205 0.7563
C 3.1898 -3.3236 0.9969
H -0.4846 0.7522 -2.4944
C -1.4574 1.3049 2.7381
As 1.4398 -2.5344 0.8628
H -0.3237 6.0938 -0.7376
I 3.7000 0.2495 1.0347
H 2.0397 -4.7385 -1.1687
N -0.5382 1.4990 1.7982
C 0.4103 2.8689 0.1031
H -3.1760 -1.5173 -0.4462
H -2.4143 -1.8698 1.1189
C -1.3259 0.5708 -1.8295
H 2.6301 2.9987 -2.9783

# 2
79
Properties=species:S:1:pos:R:3 method="wB97M-V/def2-TZVPD" lumo_ev="2.44 / 2.44" gap_ev="5.0 / 4.9" charge=-1 de_lowest_kcal_mol=35.2
H 4.5012 0.7418 -0.8643
H 2.2194 -3.0666 -3.8054
Si -0.2316 0.0252 2.0954
H 1.6707 5.0018 -2.4008
H 3.3570 0.7366 -2.2052
H -5.6542 -5.9887 0.3474
H -5.1811 0.3904 1.0946
H -3.3346 -2.6611 1.7134
H 0.1340 1.9615 -4.3089
C -0.6396 -1.6228 3.0029
N -3.1213 -0.5957 0.3255
C -3.3886 0.6600 0.2000
N 0.7676 4.3043 -0.6438
C 0.5025 3.0729 -1.2163
N -1.9385 -1.0154 -0.2265
C -1.8120 -2.3300 -0.5288
C 3.2092 0.9532 4.3560
C -4.8653 -5.2636 0.1881
C 2.6442 0.2570 1.6932
H -0.9035 4.8259 -2.3207
H 2.7420 -2.7798 0.1416
C 0.9079 -4.0801 -2.3896
N -0.1132 -1.4867 -1.9609
H -4.3694 -5.9909 -1.7668
H -2.6163 -4.3215 -2.1543
H -1.7156 -1.8166 2.9871
H 3.2076 1.9462 -0.9263
C 3.4503 0.8985 -1.1248
H 1.8616 3.9381 1.1458
H 0.0881 3.7819 1.2640
N 0.2489 3.0957 -2.5764
H -0.4669 4.4614 -4.0069
N -4.5207 1.1163 0.8598
C -4.5615 -4.3183 1.1587
H 5.2646 1.0739 3.7251
H -2.2837 1.2769 2.8709
H 4.2458 -1.8553 0.2757
C 3.2985 -1.9316 -0.2664
C 3.9505 0.5196 2.1180
N 0.5134 1.9761 -0.5521
H -5.1059 -4.3118 2.0960
Ti -0.2909 0.0434 -0.4770
H 0.8242 5.3803 1.1232
C -1.2230 1.3176 3.1325
H 2.7078 5.0734 -0.9664
C -3.5651 -3.3816 0.9477
H -0.8747 2.3355 2.9318
H 0.8566 2.0909 0.4012
H -1.7341 3.5247 -3.1706
H -0.6182 1.1713 -2.9058
C -0.7720 4.0312 -3.0499
C -0.6820 -2.5953 -1.3535
H 1.1102 0.7482 4.6855
C 1.6824 5.2021 -1.3343
C 1.9084 0.6953 3.9498
C 1.5976 0.3576 2.6281
C -2.8329 -3.3530 -0.2502
H -1.1326 1.1366 4.2080
C 0.2200 1.7966 -3.2361
H -0.1417 -2.4685 2.5204
H 1.3499 -5.0602 -2.5131
C -4.1440 -5.2621 -0.9968
H 1.3126 -0.8590 -3.3252
H 3.4196 1.2151 5.3877
C 1.4077 -2.9657 -3.0975
H -4.9230 1.9472 0.4625
C 4.2407 0.8718 3.4281
H 1.3845 6.2391 -1.1644
S -2.4648 1.8069 -0.6921
H 3.5228 -2.1554 -1.3116
C -3.1474 -4.3254 -1.2111
H -0.3164 -1.5889 4.0475
H -0.5209 -4.7021 -0.9275
H 4.7677 0.4434 1.4052
H 1.1560 1.2793 -3.0256
C -0.1285 -3.8863 -1.5184
C 0.9014 -1.7259 -2.8208
C 0.9002 4.3418 0.8008
Si 2.2805 -0.2989 -0.1262

# 3
23
Properties=species:S:1:pos:R:3 method="wB97M-V/def2-TZVPD" lumo_ev=0.52 gap_ev=8.5 charge=0 smiles="C=CS[Si](C)(C)OC.S" de_lowest_kcal_mol=100.9
H -5.7376 2.3768 1.4687
S -4.4693 2.6482 1.9420
C 1.5648 1.6172 -1.8745
H 1.8773 0.6474 -2.3412
H -0.2783 -2.7701 -2.6601
H 3.6587 -0.5226 0.0041
H -2.6493 -2.7225 -0.6911
H 3.1124 -1.4756 1.2869
H -3.9039 1.6429 1.3225
S -0.9741 -1.0809 -0.1034
H 3.4718 0.1855 1.3776
Si 1.1628 0.1287 0.5630
H -0.6831 1.1036 1.9744
H -1.9355 -3.6225 -2.8844
O 1.2349 1.2968 -0.4877
H 1.0550 1.4978 2.6126
H 0.6072 1.8597 -2.2168
C -1.6683 -2.4437 -1.0886
H 0.2360 0.0061 2.9945
H 2.3559 2.3957 -1.9146
C 2.9475 -0.5227 0.7730
C -1.3558 -2.9487 -2.2859
C 0.3708 0.7028 2.2289

# 4
12
Properties=species:S:1:pos:R:3 method="wB97M-V/def2-TZVPD" lumo_ev=0.64 gap_ev=10.6 charge=0 smiles="CC#CC(C)=O" de_lowest_kcal_mol=32.9
H -2.7134 0.1629 -1.7423
C -0.0855 -0.4376 -0.0240
C 1.2909 -0.8336 0.2416
H 2.3722 0.2415 1.7260
H -3.3111 -0.3103 -0.1429
H 1.8717 1.2585 0.3610
C -2.5664 0.2981 -0.6656
H 3.2204 0.0892 0.1809
H -2.7524 1.3499 -0.4329
C 2.2444 0.2702 0.6381
O 1.6403 -1.9920 0.1560
C -1.2110 -0.0968 -0.2961

# 5
73
Properties=species:S:1:pos:R:3 method="wB97M-V/def2-TZVPD" lumo_ev="-5.74 / -8.75" gap_ev="8.4 / 5.6" charge=+2 multiplicity=5 s2=6.02
N 0.6872 1.3449 -3.5538
H 4.3881 -2.7298 -2.7406
B 0.7539 -0.0279 -4.2881
H -0.9480 -2.8042 1.6006
H 3.4783 0.8843 0.8514
H 3.0149 -0.6346 1.6249
H 0.5016 -0.2112 4.7937
H 1.1194 0.1724 -5.4203
C -1.8757 1.9075 0.8463
N -0.1275 -0.5278 0.2779
C -1.0405 -2.4872 2.6451
H 0.4518 -1.4984 -2.1597
H -0.8931 -3.3723 3.2859
C 0.0344 2.7922 -2.0638
C -2.3480 -2.1049 -0.6079
C -2.7944 0.2048 2.3670
C -0.2193 -0.9722 4.4670
C 2.9971 -1.4004 -3.8436
C 0.6111 3.5056 -3.1159
H 0.7032 4.5573 -3.1850
H -0.5653 2.7823 3.1212
H -0.4210 3.1996 -1.1606
H -2.7585 -0.3335 3.3209
C -1.3356 2.0240 3.3073
H -3.0135 -2.4150 -1.4382
H -2.8942 2.3261 0.9199
C 1.9882 1.3142 3.2939
H -3.4538 -1.2044 -2.6916
H 2.2829 0.4177 3.8515
H -0.0885 -1.8455 5.1254
H 2.2368 -0.1273 0.1039
C -1.5575 1.0757 2.1049
N 0.0640 1.4618 -2.3284
N 1.7971 -0.9131 -3.5396
H -1.2388 -0.5987 4.6333
C 1.3926 -2.1241 2.8943
H -1.0693 1.4767 4.2180
H -2.2775 2.5555 3.5129
H -1.1906 2.7473 0.7184
H 2.2116 -1.5324 3.3247
C 0.0201 -1.4333 3.0099
H -1.7784 -2.9972 -0.2552
C -2.8787 -0.8170 -4.8441
C 2.4371 -2.2395 -1.8517
H 2.3655 -2.6917 -0.8660
H 0.9489 2.0863 0.0476
C 1.3250 2.2960 1.0553
C 2.6251 0.2229 1.0700
H -2.9134 -1.7169 0.2445
C 0.9840 2.5542 -4.0550
H -3.8169 -0.8638 -5.3655
H 2.8730 1.9679 3.2515
N 1.5172 -1.2950 -2.2412
H 3.4896 -1.1278 -4.7669
H 2.2913 2.8060 0.9184
C 3.4432 -2.2227 -2.8009
C -2.7508 -0.9855 -3.4677
H -1.2613 -0.2352 -6.2933
P -0.0400 0.0296 1.8587
C 1.5450 1.0044 1.8490
H 1.2226 1.8426 3.8796
C -1.6011 -0.5254 -5.3111
H 0.6487 3.0073 1.5404
H 1.3532 -3.0705 3.4587
H 1.4317 2.6673 -5.0323
N -1.4545 -0.7913 -3.1187
H 1.6114 -2.3698 1.8444
H -3.6771 0.8654 2.4073
N -0.7295 -0.5480 -4.2857
H -1.8646 1.3110 -0.0770
Os -0.9363 -0.9582 -1.2513
H -2.9673 -0.5085 1.5511
H -2.0665 -2.1490 2.8238

Which max |F| belongs to each record? In order, 0.0036 0.0385 0.0664 0.0113 0.0807 Eh/bohr.